1.
A 12-piece molecular cluster, C18H60N12O12 overall at a distorted geometry. Source: the Open Molecules 2025 dataset; level of theory: ωB97M-V/def2-TZVPD.

Geometry as XYZ:
```
102
Properties=species:S:1:pos:R:3:mulliken_charge:R:1
C 1.4574 1.1341 1.9342 -0.0864
O 2.7269 1.2264 1.3469 -0.6678
H 0.7887 1.7204 1.3386 -0.5145
H 1.5994 1.5369 2.9581 0.5228
H 1.1107 0.1257 2.0122 0.0694
H 3.3522 0.5829 1.7930 0.4315
C 2.4133 -2.3140 2.1167 -0.5324
O 1.4302 -2.9252 1.3562 -0.2862
H 2.7999 -1.5070 1.5287 -0.0817
H 3.2600 -2.9943 2.1359 0.3698
H 2.1104 -1.9166 3.0843 0.3589
H 1.8083 -3.4129 0.6211 -0.2313
C 4.1115 0.0106 -1.7241 -0.5317
O 4.1401 1.2077 -2.5055 -0.7237
H 5.0798 -0.4707 -1.7723 0.4877
H 3.3731 -0.6836 -1.9708 0.2366
H 4.0231 0.2374 -0.6459 0.0207
H 3.4870 1.8092 -2.1615 0.1821
C -1.0643 -1.8690 3.3925 0.4198
O -0.1533 -2.5291 4.2047 -0.7232
N -1.0033 -1.9015 2.1239 0.0541
N -2.0111 -1.1206 3.8105 -0.4081
H -0.1608 -2.3485 1.7509 -0.2524
H -1.4166 -1.1331 1.5103 0.1433
H -2.0051 -1.1506 4.8028 0.2313
H -2.9306 -0.8007 3.4711 0.2724
C -4.9402 -0.5224 -0.3667 0.6353
O -5.0597 0.6995 -0.8668 -0.8350
N -5.7993 -0.9958 0.4440 -0.3520
N -3.9167 -1.3091 -0.5682 -0.1810
H -6.6897 -0.5539 0.6059 0.2656
H -5.7103 -1.9833 0.7582 0.1869
H -3.1199 -1.0010 -1.1625 -0.2494
H -3.7468 -2.1202 -0.0031 0.2033
C -0.9920 4.0856 -2.4875 0.2351
O -1.7586 4.6200 -3.4978 -0.8407
N 0.0664 3.3588 -2.7987 0.0933
N -1.2761 4.2437 -1.2711 -0.0754
H 0.2694 3.0899 -3.7479 0.2519
H 0.7249 3.0533 -2.0683 -0.2757
H -2.0621 4.9368 -1.0631 0.4330
H -0.8896 3.8691 -0.4205 -0.0214
C -4.1267 3.9070 -0.0433 0.5944
O -3.5334 5.1932 0.0294 -0.8152
N -3.5444 2.8929 -0.6644 -0.2248
N -5.1341 3.5617 0.6267 -0.1766
H -2.6781 3.2134 -1.1868 -0.3152
H -4.0905 2.1077 -1.0193 0.4876
H -5.5846 4.3220 1.1775 0.2880
H -5.4607 2.5644 0.7134 0.2339
C -1.6940 2.1511 2.0325 -0.0051
O -1.0377 3.2405 1.4918 -0.6899
N -2.7522 1.7037 1.4762 -0.2937
N -1.2476 1.4622 3.0366 -0.0337
H -3.1065 2.2315 0.6587 0.0543
H -3.3403 0.9040 1.7472 0.2306
H -0.4653 1.8038 3.5487 0.3236
H -1.6418 0.5494 3.2565 0.0940
C -0.7091 -4.6588 -0.1171 0.2192
O -0.4436 -5.2605 -1.2685 -0.7365
N -0.4236 -5.0718 1.0962 -0.2157
N -1.1136 -3.4246 -0.1989 -0.0669
H 0.0566 -5.9875 1.1814 0.2651
H -0.5914 -4.5655 1.8966 0.2450
H -1.3760 -3.1677 -1.1366 0.1320
H -1.2549 -2.8583 0.5929 0.4776
C 2.6761 -3.9911 -1.4465 -0.4266
C 3.0373 -5.2618 -0.5663 0.5339
C 4.1390 -6.1141 -1.2530 -1.5599
O 3.3600 -4.9721 0.6089 -0.4440
H 2.6377 -4.3005 -2.5135 0.4854
H 3.5124 -3.2610 -1.4738 0.3569
H 1.8153 -3.4652 -1.0529 -0.5118
H 2.1960 -5.9446 -0.6064 0.0979
H 4.9660 -5.5256 -1.7206 0.3507
H 3.7493 -6.7345 -2.1358 0.3708
H 4.6188 -6.8652 -0.6786 0.4342
H 4.2577 -4.6640 0.6166 0.4020
C 3.1582 4.2278 -2.0374 -1.4266
C 2.5815 3.5330 -0.7773 0.6351
C 1.6680 4.5331 0.0248 -1.8028
O 1.8721 2.5235 -0.9907 1.7283
H 3.7002 3.5585 -2.7134 0.3967
H 3.8281 4.9982 -1.6758 0.4062
H 2.4204 4.7633 -2.6345 0.3158
H 3.4644 3.2549 -0.1921 0.5788
H 1.1255 4.0691 0.8342 0.2164
H 1.1023 5.1804 -0.6066 0.4363
H 2.2734 5.1018 0.6743 0.5988
H 1.9763 1.9911 -0.2012 -1.4818
C 0.5908 -0.2809 -1.1974 -2.2933
C -0.6892 0.4461 -0.8045 1.8624
C -1.6985 0.4276 -1.9844 -2.8829
O -1.2714 -0.0607 0.1550 2.0246
H 1.2724 -0.2436 -0.3936 0.1375
H 1.0582 0.2835 -1.9984 0.5420
H 0.3794 -1.3489 -1.3355 0.4041
H -0.4704 1.3960 -0.4569 0.1019
H -1.2252 0.8911 -2.8729 0.4772
H -2.5327 1.0208 -1.7654 0.5166
H -1.9464 -0.5889 -2.3866 0.6481
H -1.7357 0.6241 0.6323 -0.5356
```

Computed properties:
- Energy relative to the best compared isomer or geometry (same formula, charge and spin): 948.8 kJ/mol
- Orbital gap: 7.20 eV
- SMILES: NC(N)=O.NC(N)=O.NC(N)=O.NC(N)=O.NC(N)=O.NC(N)=O.CC(C)O.CC(C)O.CC(C)O.CO.CO.CO
- Electronic energy: -2281.59610 a.u.

2.
A 3-piece molecular cluster, C2H8O4 overall at a distorted geometry. Source: the Open Molecules 2025 dataset; level of theory: ωB97M-V/def2-TZVPD.

Geometry as XYZ:
```
14
Properties=species:S:1:pos:R:3:mulliken_charge:R:1
O -0.1834 -0.5010 0.3581 -0.5263
C -0.7928 -0.4993 -0.6922 0.6990
O -0.2935 0.0094 -1.8096 -0.4179
C -2.1816 -0.9997 -0.7871 -0.9556
H 0.5958 0.3626 -1.7231 0.4130
H -2.3448 -1.9993 -0.3963 0.2921
H -2.5963 -0.8636 -1.7811 0.3047
H -2.7821 -0.3613 -0.1292 0.2571
H 1.5947 1.1771 -0.4985 0.2684
H 3.0876 1.1996 -0.4436 0.3028
O 2.3540 0.7192 -0.8460 -0.6440
H 1.0074 -0.1777 2.7021 0.3406
H 1.4028 1.3404 2.7622 0.2909
O 1.1323 0.5935 3.2843 -0.6247
```

Computed properties:
- Energy relative to the best compared isomer or geometry (same formula, charge and spin): 63.8 kJ/mol
- Orbital gap: 11.00 eV
- SMILES: CC(=O)O.O.O
- Electronic energy: -381.97364 a.u.

3.
C6H12N2OPTl as an isolated structure at a distorted geometry. Source: the Open Molecules 2025 dataset; level of theory: ωB97M-V/def2-TZVPD.

Geometry as XYZ:
```
23
Properties=species:S:1:pos:R:3:mulliken_charge:R:1
C -0.3489 -0.7891 -2.5385 -0.3842
C -0.5801 0.1214 -3.5229 -0.5348
C -0.3510 1.5193 -3.4078 -0.3519
C 0.3366 2.2816 -2.4199 -0.2652
C 0.7769 1.8036 -1.2285 -0.5953
Tl -0.6990 0.3407 -0.8003 0.6859
P 0.3677 -2.5255 0.0991 -0.1636
H -0.4598 -1.8621 -2.7731 0.2713
H -1.0030 -0.1575 -4.5032 0.2475
H -0.7239 2.1034 -4.2573 0.2954
H 1.4394 2.4285 -0.5939 0.3531
H 0.4230 3.3426 -2.7284 0.2337
H 1.5452 -2.8832 0.8160 0.0552
H 0.3151 -3.7330 -0.6494 0.0701
H -0.5155 -2.9908 1.1050 0.0841
N 0.8373 -0.6320 3.5170 -0.3709
C -0.0781 0.1858 2.9166 0.5269
N -0.7976 0.9829 3.7494 -0.4271
O -0.2058 0.2596 1.6724 -0.5650
H 0.7328 -0.7711 4.5259 0.1891
H 1.3282 -1.3028 2.9478 0.2233
H -1.5501 1.5250 3.3398 0.2409
H -0.7894 0.7528 4.7342 0.1815
```

Computed properties:
- Energy relative to the best compared isomer or geometry (same formula, charge and spin): 0.0 kJ/mol
- Orbital gap (alpha / beta): 6.28 / 6.41 eV
- Electronic energy: -934.19443 a.u.

4.
A 2-piece molecular cluster, C11H12NO2 overall at a distorted geometry. Source: the Open Molecules 2025 dataset; level of theory: ωB97M-V/def2-TZVPD.

Geometry as XYZ:
```
26
Properties=species:S:1:pos:R:3:mulliken_charge:R:1
C 1.4643 3.1711 1.8943 -0.5582
C 1.5143 4.3198 0.9225 0.5417
O 2.5846 4.5575 0.3133 -0.7684
O 0.5403 5.0695 0.8928 -0.7201
H 2.3432 3.0000 2.6553 0.2764
H 1.6091 2.1777 1.3912 0.0924
H 0.4051 3.1942 2.3399 0.1617
C -0.1082 -3.9506 -0.9162 -1.2161
C -0.2025 -0.2532 -1.0327 -0.4154
C -0.7922 -1.4768 -0.6291 1.0616
C -0.0925 -2.5764 -1.3357 0.3683
C 0.8587 -1.9745 -2.1545 -0.7227
C -1.5875 0.7868 0.6831 -0.3504
C -0.6648 0.9795 -0.2588 -0.5305
C -2.1865 -0.5031 1.1646 -0.8105
C -1.7604 -1.5323 0.3203 -0.1643
N 0.8612 -0.5512 -1.8450 -0.0187
H -1.9276 1.7471 1.1389 0.3204
H -0.4173 2.0384 -0.5269 0.4399
H -2.6905 -0.3361 2.1192 0.3461
H -2.3362 -2.4230 0.5021 0.3028
H 1.4163 0.0640 -2.2662 0.0896
H 1.3259 -2.4093 -3.0028 0.4044
H 0.5013 -4.6220 -1.6508 0.3148
H -1.0355 -4.5551 -0.8171 0.3100
H 0.3775 -3.9420 0.0984 0.2451
```

Computed properties:
- Energy relative to the best compared isomer or geometry (same formula, charge and spin): 330.3 kJ/mol
- Net charge: -1
- Orbital gap: 6.33 eV
- Electronic energy: -631.57192 a.u.

5.
A 6-piece molecular cluster, C36H30NO12 overall at a distorted geometry. Source: the Open Molecules 2025 dataset; level of theory: ωB97M-V/def2-TZVPD.

Geometry as XYZ:
```
79
Properties=species:S:1:pos:R:3:mulliken_charge:R:1
C -6.0708 2.1263 1.3375 -0.7122
C -5.0069 2.7764 2.0749 -0.4693
C -3.4506 2.5636 1.7749 0.4269
N -2.9618 1.1858 2.0291 -0.1494
C -3.2581 0.2443 0.9167 0.0602
C -2.4813 0.5530 -0.4495 -0.7333
C -2.5936 3.5357 2.7646 0.1053
O -3.1114 4.4703 3.4528 -0.7295
O -1.2314 3.3232 2.8566 -0.6792
H -6.1718 2.1760 0.2066 0.2509
H -6.8030 1.4856 1.9325 0.1952
H -5.3691 3.5108 2.8855 0.3315
H -3.2545 2.9591 0.7256 0.1848
H -3.4422 0.8557 2.8828 0.3301
H -4.3712 0.1147 0.6682 -0.0967
H -2.8880 -0.7942 1.2697 0.2005
H -3.0335 -0.0369 -1.2777 0.2025
H -1.4085 0.1587 -0.4204 -0.0082
H -2.4911 1.6412 -0.7769 0.4113
C 1.9542 1.5704 -1.6347 -0.4771
C 3.1220 0.9299 -1.5929 -0.3789
C 3.2958 -0.3883 -2.2363 0.3980
O 4.3651 -0.9755 -2.1946 -0.7330
C 2.1278 -0.9683 -2.9297 -0.1963
C 0.9604 -0.3284 -2.9722 -0.4274
C 0.7850 0.9897 -2.3278 0.4506
O -0.2777 1.5759 -2.3643 -0.6250
H 1.8078 2.5363 -1.1673 0.5156
H 3.9888 1.3406 -1.0896 0.5151
H 2.2742 -1.9346 -3.3962 0.4704
H 0.0940 -0.7398 -3.4746 0.5251
C 1.1241 0.5871 7.3889 -0.3496
C 2.2628 0.9211 6.7824 -0.4386
C 2.2608 1.6503 5.4948 0.3999
O 3.3036 1.9530 4.9403 -0.5964
C 0.9489 1.9953 4.9085 -0.3754
C -0.1912 1.6611 5.5156 -0.1774
C -0.1897 0.9326 6.8016 0.2938
O -1.2284 0.6274 7.3597 -0.5730
H 1.1066 0.0527 8.3310 0.4036
H 3.2327 0.6766 7.1987 0.4157
H 0.9644 2.5300 3.9660 0.5316
H -1.1605 1.9067 5.0973 0.4288
C 4.6371 0.8357 -5.1710 0.0523
C 5.7735 1.1852 -5.7753 -0.5720
C 5.7661 1.9161 -7.0600 0.3095
O 6.8025 2.2334 -7.6128 -0.5603
C 4.4507 2.2463 -7.6485 -0.4032
C 3.3142 1.8973 -7.0450 -0.4499
C 3.3208 1.1660 -5.7596 0.4391
O 2.2805 0.8500 -5.2093 -0.3943
H 4.6258 0.3000 -4.2315 0.3161
H 6.7450 0.9517 -5.3576 0.4446
H 4.4639 2.7824 -8.5892 0.3945
H 2.3428 2.1308 -7.4630 0.4229
C -7.2529 -3.9041 -1.3880 -0.4075
C -7.1725 -2.9127 -0.4998 -0.4463
C -5.8989 -2.2010 -0.2582 0.3876
O -5.8237 -1.2988 0.5524 -0.4939
C -4.7194 -2.6299 -1.0402 0.0136
C -4.8004 -3.6216 -1.9285 -0.5051
C -6.0734 -4.3329 -2.1700 0.3268
O -6.1488 -5.2370 -2.9821 -0.5735
H -8.1767 -4.4365 -1.5771 0.3882
H -8.0265 -2.5859 0.0805 0.4295
H -3.7954 -2.0976 -0.8510 0.3416
H -3.9465 -3.9485 -2.5087 0.4277
C 4.4592 -2.0587 2.9700 -0.3072
C 3.2298 -1.8612 2.4922 -0.4746
C 2.8268 -2.3907 1.1720 0.4317
O 1.7066 -2.2100 0.7333 -0.5561
C 3.8375 -3.1479 0.4033 -0.2573
C 5.0664 -3.3453 0.8805 -0.3435
C 5.4701 -2.8163 2.2009 0.3445
O 6.5915 -2.9979 2.6383 -0.5760
H 4.7720 -1.6777 3.9341 0.4372
H 2.4774 -1.3093 3.0423 0.5108
H 3.5242 -3.5281 -0.5609 0.3814
H 5.8185 -3.8965 0.3298 0.3992
```

Computed properties:
- Energy relative to the best compared isomer or geometry (same formula, charge and spin): 262.6 kJ/mol
- Net charge: -1
- Orbital gap: 3.63 eV
- Electronic energy: -2347.19070 a.u.